Version P
Density functional theory data (ωB97M-V/def2-TZVPD) for a 2-piece molecular cluster, C4H11N4S overall.

Net charge   +1
Frontier orbital gap   8.0 eV
E_HOMO   -12.6 eV
Spin multiplicity   1

Cartesian coordinates (Å):
1 C -1.81634 0.82756 0.20227
2 C 1.29292 -0.09601 1.47529
3 C 0.42271 -0.75075 -2.17386
4 C 0.53281 -0.92288 -0.69125
5 N -3.12576 1.04473 0.33397
6 N 2.11657 0.89131 1.91337
7 N 0.66689 -1.10315 1.92065
8 N 1.24724 -0.05471 -0.02023
9 S -0.66295 1.99772 0.37206
10 H -0.41739 -0.00602 -2.29776
11 H 0.18698 -1.75712 -2.54527
12 H 1.40694 -0.27688 -2.50485
13 H 0.13632 -1.76966 -0.30407
14 H -3.75477 0.73757 -0.38174
15 H -3.55318 1.75714 0.88357
16 H 2.01032 1.06581 2.90040
17 H 2.07828 1.66707 1.25745
18 H 0.64655 -1.15441 2.90794
19 H -1.75887 -0.16771 -0.25763
20 H 1.62830 0.81716 -0.28126

natural (NBO) population analysis, charges in e, atoms 1 to 5:
1. C -0.047
2. C 0.590
3. C -0.698
4. C 0.339
5. N -0.738


Version Q
Density functional theory data (ωB97M-V/def2-TZVPD) for a 2-piece molecular cluster, C4H11N4S overall.

Net charge   +1
Frontier orbital gap   9.9 eV
E_HOMO   -13.7 eV
Spin multiplicity   1

Cartesian coordinates (Å):
1 C -0.65407 -0.39024 0.50910
2 C 0.76442 1.05399 1.86903
3 C -0.12923 1.96376 -0.25117
4 C -0.50157 0.99616 0.94758
5 N 2.12964 -0.20968 -1.21470
6 N 2.11008 -1.25348 -1.62394
7 N -1.28807 -0.58029 -0.55035
8 N -1.47071 -1.95823 -1.04495
9 S 2.01847 -2.64155 -2.18081
10 H -0.09704 -1.22851 1.05585
11 H 1.59937 0.63401 1.38223
12 H 0.52576 0.54484 2.86839
13 H 0.95806 2.05165 2.22732
14 H -0.98380 2.18624 -0.88921
15 H 0.80607 1.51631 -0.65029
16 H 0.11120 3.02332 0.14983
17 H -1.40193 1.27418 1.40569
18 H -0.79877 -2.60755 -0.67066
19 H -1.34628 -1.96344 -2.16903
20 H -2.35161 -2.41149 -1.16993

natural (NBO) population analysis, charges in e, atoms 1 to 5:
1. C 0.194
2. C -0.607
3. C -0.610
4. C -0.304
5. N 0.022


Energies relative to the most stable structure are version P 0.0; version Q 206.9, reported in kJ/mol.